[1]
2 unconnected molecules or ions with the total composition C9H13N4O2 in a non-equilibrium geometry, computed with ωB97M-V with the def2-TZVPD basis set.

The value obtained for the total energy is -19589.6452 eV. As for the LUMO energy: -3.7 eV. The value obtained for the strongest force on any atom is 4.83 eV/A.

```
! wB97M-V def2-TZVPD RIJCOSX def2/J DEFGRID3
* xyz 1 1
C -2.93 0.27 -0.31
C -1.76 0.86 -0.14
C -3.93 -0.43 -0.39
C -0.77 1.56 0.03
C 1.28 2.87 -0.21
C 2.41 -2.57 -0.06
C -5.35 -0.83 -0.45
C 0.40 2.19 0.51
C 1.40 -1.43 0.36
N 1.41 2.82 -1.54
N 2.93 -3.40 0.84
N 0.67 -1.30 1.39
N 1.49 -0.44 -0.54
O 2.27 3.54 0.39
O 2.76 -2.53 -1.25
H -5.82 -0.77 0.51
H -5.86 -0.13 -1.18
H -5.31 -1.86 -0.91
H 0.46 2.27 1.57
H 0.51 2.78 -2.08
H 2.15 3.31 -1.93
H 2.57 -3.43 1.78
H 3.53 -4.15 0.42
H 0.64 -2.01 2.10
H 0.22 -0.42 1.64
H 1.88 -0.74 -1.47
H 0.85 0.34 -0.30
H 1.90 3.61 1.21
*
```

Atom charges from the Mulliken analysis, given in e for atoms 1 to 8: number 1, C, carries -0.386; number 2, C, carries 0.354; number 3, C, carries 0.400; number 4, C, carries -0.410; number 5, C, carries 0.588; number 6, C, carries 0.580; number 7, C, carries -1.017; number 8, C, carries -0.601

[2]
A molecular structure, C4H7N3O2 in a non-equilibrium geometry, computed with ωB97M-V with the def2-TZVPD basis set.

The value obtained for the total energy is -12821.0766 eV. As for the LUMO energy: 0.4 eV. The value obtained for the strongest force on any atom is 4.56 eV/A.

```
! wB97M-V def2-TZVPD RIJCOSX def2/J DEFGRID3
* xyz 0 1
C -0.61 -1.49 -0.85
C 0.66 -0.92 0.91
C -0.67 0.48 -0.52
C 1.53 1.20 0.05
N 0.28 -1.81 -0.11
N 0.36 0.47 0.43
N -2.03 0.49 0.01
O -2.89 1.03 -0.62
O -2.21 -0.11 1.06
H -0.96 -2.04 -1.65
H 0.12 -1.27 1.85
H 1.75 -1.00 0.98
H -0.57 1.00 -1.44
H 1.27 1.66 -0.94
H 1.69 1.86 0.95
H 2.30 0.45 -0.11
*
```

Atom charges from the Mulliken analysis, given in e for atoms 1 to 8: number 1, C, carries -0.139; number 2, C, carries -0.357; number 3, C, carries -0.573; number 4, C, carries -0.714; number 5, N, carries -0.345; number 6, N, carries 0.009; number 7, N, carries 0.966; number 8, O, carries -0.634

[3]
A molecular structure, C15H15MnN3P in a non-equilibrium geometry, computed with ωB97M-V with the def2-TZVPD basis set.

Its expectation value of S² is 6.114. The value obtained for the total energy is -60870.0686 eV. As for the LUMO energy (alpha / beta): -0.6 / -0.7 eV. The value obtained for the strongest force on any atom is 4.50 eV/A.

```
! wB97M-V def2-TZVPD RIJCOSX def2/J DEFGRID3
* xyz 0 5
C 0.16 -0.53 -4.15
C -0.79 0.11 -4.98
C -0.65 1.49 -4.86
C 0.30 1.87 -3.86
C 1.04 0.59 -3.66
Mn -0.87 0.47 -2.79
P -0.04 -2.76 -2.20
H -0.32 -1.66 -3.96
H -1.42 -0.54 -5.64
H -1.00 2.05 -5.64
H 2.00 0.45 -3.26
H 0.37 2.78 -3.22
H 1.31 -3.11 -1.80
H -0.25 -3.78 -3.12
H -0.94 -3.17 -1.15
N -1.07 1.18 7.78
C -0.80 0.97 6.65
C -0.52 0.74 5.29
C -1.43 1.08 4.30
C -1.18 0.84 2.96
C 0.04 0.23 2.60
C 1.01 -0.09 3.58
C 0.70 0.16 4.93
N 0.28 -0.01 1.22
C 1.48 -0.46 0.65
C 1.30 -0.39 -0.71
N 0.02 0.15 -1.00
C -0.58 0.27 0.19
H -2.37 1.54 4.57
H -1.90 1.12 2.20
H 1.98 -0.52 3.26
H 1.44 -0.11 5.68
H 2.34 -0.75 1.25
H 1.98 -0.74 -1.48
H -1.62 0.53 0.37
*
```

Atom charges from the Mulliken analysis, given in e for atoms 1 to 8: number 1, C, carries -0.458; number 2, C, carries -0.319; number 3, C, carries -0.223; number 4, C, carries -1.155; number 5, C, carries -0.234; number 6, Mn, carries 0.342; number 7, P, carries -0.149; number 8, H, carries -0.040

[4]
2 unconnected molecules or ions with the total composition C5H10O2, computed with ωB97M-V with the def2-TZVPD basis set.

As for the SMILES: CO/C=C\CC=O.[H][H]. The value obtained for the total energy is -9439.2886 eV. As for the LUMO energy: 1.1 eV. The value obtained for the strongest force on any atom is 0.76 eV/A.

```
! wB97M-V def2-TZVPD RIJCOSX def2/J DEFGRID3
* xyz 0 1
C 2.26 -0.62 0.76
O 0.91 -0.91 0.46
C 0.45 -0.56 -0.76
C -0.86 -0.53 -1.02
C -1.89 -0.51 0.09
C -1.93 0.98 0.22
O -1.30 1.61 1.05
H 2.92 -0.87 -0.08
H 2.52 -1.24 1.62
H 2.39 0.43 1.02
H 0.91 1.52 -0.25
H 1.20 -0.37 -1.53
H -1.18 -0.28 -2.02
H -2.85 -0.94 -0.23
H -1.54 -0.99 1.01
H -2.46 1.50 -0.60
H 0.43 1.78 0.25
*
```

Atom charges from the Mulliken analysis, given in e for atoms 1 to 8: number 1, C, carries -0.698; number 2, O, carries -0.277; number 3, C, carries -0.321; number 4, C, carries -0.391; number 5, C, carries -0.357; number 6, C, carries 0.039; number 7, O, carries -0.528; number 8, H, carries 0.320

[5]
A molecular structure, C4H15N2PdS4SbSi in a non-equilibrium geometry, computed with ωB97M-V with the def2-TZVPD basis set.

The value obtained for the total energy is -68610.4943 eV. As for the LUMO energy: 5.0 eV. The value obtained for the strongest force on any atom is 1.26 eV/A.

```
! wB97M-V def2-TZVPD RIJCOSX def2/J DEFGRID3
* xyz -2 1
Pd 0.07 0.57 0.78
S -2.60 1.24 -2.80
Sb -2.36 1.55 -0.53
S -0.35 2.77 -0.19
S -1.79 -0.61 0.42
S -4.09 2.44 0.66
N 0.94 1.30 -3.06
N 0.89 0.02 -2.38
H 1.18 1.96 -2.33
H -0.03 1.55 -3.26
H 1.46 -0.61 -2.93
H -0.07 -0.31 -2.38
C 2.19 1.19 3.56
Si 0.93 -0.22 3.53
C -0.75 0.44 4.06
C 1.44 -1.47 4.86
C 0.80 -1.00 1.85
H 2.25 1.66 4.54
H 1.89 1.97 2.84
H 3.20 0.85 3.29
H -0.94 0.34 5.14
H -1.51 -0.12 3.51
H -0.87 1.49 3.78
H 1.42 -1.03 5.87
H 2.43 -1.89 4.70
H 0.72 -2.30 4.85
H 0.23 -1.94 1.89
H 1.75 -1.21 1.34
*
```

Atom charges from the Mulliken analysis, given in e for atoms 1 to 8: number 1, Pd, carries 0.147; number 2, S, carries -0.816; number 3, Sb, carries 0.976; number 4, S, carries -0.732; number 5, S, carries -0.609; number 6, S, carries -0.773; number 7, N, carries -0.714; number 8, N, carries -0.273

[6]
C3H5N3 in the gas phase in a non-equilibrium geometry, computed with ωB97M-V with the def2-TZVPD basis set.

As for the SMILES: Cc1cn[nH]n1. The value obtained for the total energy is -7659.5481 eV. As for the LUMO energy: 1.1 eV. The value obtained for the strongest force on any atom is 4.38 eV/A.

```
! wB97M-V def2-TZVPD RIJCOSX def2/J DEFGRID3
* xyz 0 1
C -1.63 -0.51 -0.12
C -0.27 0.04 -0.28
N 0.50 -0.77 0.45
N 1.60 -0.11 0.69
N 1.71 1.02 0.01
C 0.54 1.14 -0.62
H -0.98 -1.40 0.50
H -2.14 -0.06 0.74
H -2.33 -0.41 -0.99
H 2.39 -0.60 1.05
H 0.36 2.00 -1.25
*
```

Atom charges from the Mulliken analysis, given in e for atoms 1 to 8: number 1, C, carries -1.009; number 2, C, carries 0.428; number 3, N, carries -0.367; number 4, N, carries 0.172; number 5, N, carries -0.547; number 6, C, carries -0.255; number 7, H, carries 0.388; number 8, H, carries 0.239

[7]
A molecular structure, C23H18ClF5FeN4O3S2, computed with ωB97M-V with the def2-TZVPD basis set.

Its expectation value of S² is 8.774. The value obtained for the total energy is -118407.9574 eV. As for the LUMO energy (alpha / beta): -3.8 / -4.6 eV. The value obtained for the strongest force on any atom is 0.10 eV/A.

```
! wB97M-V def2-TZVPD RIJCOSX def2/J DEFGRID3
* xyz 1 6
Fe -0.69 -0.55 0.16
C 0.98 1.70 3.65
C 0.33 1.23 2.39
N 0.39 0.04 1.93
N 1.15 -0.95 2.46
C 1.72 -1.81 1.55
N 2.46 -2.78 2.06
S 1.54 -1.61 -0.11
C -0.36 2.18 1.47
C -0.58 3.50 1.80
C -1.14 4.34 0.84
C -1.44 3.83 -0.41
C -1.20 2.49 -0.65
N -0.67 1.68 0.26
H 1.16 0.89 4.36
H 0.35 2.42 4.17
H 1.93 2.18 3.43
H 1.50 -0.88 3.40
H 2.50 -2.98 3.04
H 2.82 -3.47 1.42
H -0.33 3.88 2.77
H -1.32 5.38 1.07
H -1.87 4.45 -1.18
H -1.44 2.05 -1.61
F -3.62 -2.15 -5.81
C -3.53 -1.68 -4.58
C -2.28 -1.54 -3.98
F -1.18 -1.89 -4.64
C -2.21 -1.04 -2.70
F -0.97 -0.91 -2.15
C -3.33 -0.67 -1.96
S -3.22 -0.14 -0.32
C -4.57 -0.82 -2.60
F -5.68 -0.49 -1.96
C -4.67 -1.31 -3.88
F -5.85 -1.44 -4.46
C 1.36 -6.00 1.79
C 1.08 -5.42 0.43
C 2.04 -5.39 -0.56
C 1.75 -4.89 -1.82
Cl 2.99 -4.85 -3.04
C 0.48 -4.43 -2.12
C -0.49 -4.44 -1.12
C -0.19 -4.91 0.15
O -1.07 -4.93 1.19
C -2.36 -4.43 0.97
C -2.41 -2.92 0.70
O -3.47 -2.49 0.23
O -1.37 -2.24 0.96
H 2.42 -6.24 1.90
H 0.80 -6.92 1.94
H 1.06 -5.33 2.59
H 3.03 -5.79 -0.37
H 0.25 -4.06 -3.11
H -1.49 -4.09 -1.37
H -2.93 -4.62 1.88
H -2.87 -4.94 0.15
*
```

Atom charges from the Mulliken analysis, given in e for atoms 1 to 8: number 1, Fe, carries 0.790; number 2, C, carries -1.688; number 3, C, carries 0.852; number 4, N, carries 0.452; number 5, N, carries -0.481; number 6, C, carries 0.514; number 7, N, carries -0.349; number 8, S, carries -0.322

[8]
C3H2N4O in the gas phase in a non-equilibrium geometry, computed with ωB97M-V with the def2-TZVPD basis set.

As for the SMILES: O=c1ncnncn1. The value obtained for the total energy is -11147.1147 eV. As for the LUMO energy: -1.6 eV. The value obtained for the strongest force on any atom is 4.90 eV/A.

```
! wB97M-V def2-TZVPD RIJCOSX def2/J DEFGRID3
* xyz 0 1
C -0.29 -0.35 -1.26
C -0.70 -0.88 0.90
C 1.18 0.96 0.00
H -1.22 -1.83 1.54
H 2.18 1.42 0.00
N -0.78 -1.31 -0.34
N -0.58 0.51 1.38
N 0.25 1.29 1.01
N 0.99 0.25 -1.08
O -1.02 -0.08 -2.15
*
```

Atom charges from the Mulliken analysis, given in e for atoms 1 to 8: number 1, C, carries 0.630; number 2, C, carries 0.019; number 3, C, carries 0.105; number 4, H, carries 0.294; number 5, H, carries 0.363; number 6, N, carries -0.306; number 7, N, carries -0.121; number 8, N, carries -0.160

[9]
A molecular structure, C53H57N8OSeTeV in a non-equilibrium geometry, computed with ωB97M-V with the def2-TZVPD basis set.

Its expectation value of S² is 0.909. The value obtained for the total energy is -168176.0704 eV. As for the LUMO energy (alpha / beta): -2.2 / -2.4 eV. The value obtained for the strongest force on any atom is 3.43 eV/A.

```
! wB97M-V def2-TZVPD RIJCOSX def2/J DEFGRID3
* xyz 1 2
V -2.00 -0.42 1.10
C -4.77 -1.52 1.33
N -3.96 -0.45 1.99
C -4.45 0.90 1.62
C -3.35 1.90 1.92
C -3.61 3.23 2.19
C -2.56 4.08 2.49
C -1.28 3.56 2.55
C -1.08 2.23 2.28
N -2.09 1.39 1.93
C -3.87 -0.62 3.44
C -3.07 -1.86 3.76
C -3.09 -2.42 5.03
C -2.34 -3.56 5.26
C -1.61 -4.11 4.22
C -1.66 -3.49 2.98
N -2.36 -2.38 2.75
C -4.31 -1.72 -0.09
C -5.11 -2.33 -1.04
C -4.60 -2.55 -2.30
C -3.31 -2.12 -2.59
C -2.58 -1.50 -1.60
N -3.05 -1.32 -0.35
H -5.84 -1.28 1.37
H -4.62 -2.45 1.87
H -5.38 1.15 2.12
H -4.62 0.90 0.54
H -4.64 3.59 2.17
H -2.75 5.13 2.70
H -0.43 4.18 2.82
H -0.10 1.77 2.34
H -4.86 -0.64 3.91
H -3.34 0.24 3.85
H -3.69 -1.97 5.81
H -2.33 -4.02 6.25
H -1.02 -5.01 4.36
H -1.13 -3.91 2.13
H -6.12 -2.63 -0.78
H -5.20 -3.04 -3.06
H -2.88 -2.25 -3.57
H -1.60 -1.10 -1.80
C 3.49 2.13 -7.33
C 2.89 1.77 -5.99
C 2.18 0.58 -5.81
C 1.63 0.23 -4.58
C 0.86 -1.07 -4.48
C 1.80 1.11 -3.50
Te 0.98 0.53 -1.63
N -0.34 -0.92 0.79
C 0.55 -1.77 1.10
O 1.37 -1.67 2.20
C 0.80 -3.07 0.41
C 1.30 -4.17 1.12
C 1.44 -5.40 0.50
C 1.11 -5.55 -0.85
C 0.64 -4.45 -1.56
C 0.49 -3.22 -0.94
C 2.75 0.55 -0.47
C 2.89 1.39 0.65
C 1.88 2.45 1.06
C 4.04 1.27 1.44
C 5.05 0.37 1.14
C 6.29 0.27 1.99
C 4.89 -0.44 0.02
C 3.76 -0.38 -0.78
C 3.65 -1.33 -1.95
C 2.48 2.33 -3.66
C 2.67 3.32 -2.54
C 3.02 2.62 -4.91
H 3.32 1.34 -8.06
H 4.57 2.27 -7.24
H 3.07 3.05 -7.71
H 2.06 -0.09 -6.65
H 0.90 -1.61 -5.43
H -0.19 -0.89 -4.24
H 1.27 -1.71 -3.70
H 1.57 -4.05 2.16
H 1.81 -6.25 1.06
H 1.21 -6.51 -1.33
H 0.41 -4.55 -2.62
H 0.15 -2.36 -1.49
H 0.87 2.19 0.77
H 2.13 3.41 0.60
H 1.91 2.59 2.14
H 4.14 1.92 2.31
H 6.25 0.97 2.83
H 7.18 0.49 1.40
H 6.40 -0.74 2.39
H 5.67 -1.15 -0.23
H 4.56 -1.94 -2.03
H 3.53 -0.79 -2.90
H 2.80 -2.00 -1.84
H 1.90 3.23 -1.78
H 2.66 4.34 -2.93
H 3.64 3.18 -2.04
H 3.56 3.56 -5.03
Se 0.79 -0.70 3.60
C 2.56 -0.39 4.18
C 3.68 -0.88 3.53
C 4.92 -0.58 4.07
N 5.10 0.15 5.17
C 4.01 0.62 5.78
C 2.72 0.38 5.33
H 3.59 -1.47 2.63
H 5.82 -0.96 3.59
H 4.17 1.21 6.67
H 1.87 0.79 5.86
C -1.43 4.44 -2.40
C -2.48 3.41 -2.16
C -3.81 3.34 -2.53
C -4.28 2.11 -2.00
N -3.33 1.47 -1.35
N -2.25 2.29 -1.45
C -5.65 1.52 -2.14
H -1.84 5.26 -2.99
H -0.58 4.02 -2.94
H -1.05 4.86 -1.46
H -4.36 4.06 -3.11
H -1.36 2.00 -1.09
H -6.35 2.26 -2.53
H -6.04 1.17 -1.18
H -5.64 0.66 -2.82
*
```

Atom charges from the Mulliken analysis, given in e for atoms 1 to 8: number 1, V, carries -0.769; number 2, C, carries -1.386; number 3, N, carries 0.637; number 4, C, carries -0.211; number 5, C, carries 0.808; number 6, C, carries -1.169; number 7, C, carries -0.801; number 8, C, carries -0.973

[10]
A molecular structure, C3H11N2 in a non-equilibrium geometry, computed with ωB97M-V with the def2-TZVPD basis set.

The value obtained for the total energy is -6260.3060 eV. As for the LUMO energy: -5.3 eV. The value obtained for the strongest force on any atom is 4.04 eV/A.

```
! wB97M-V def2-TZVPD RIJCOSX def2/J DEFGRID3
* xyz 1 1
C 2.27 -0.99 -1.50
N 1.53 -1.37 -0.43
H 3.17 -0.45 -1.35
H 1.95 -1.27 -2.58
H 1.01 -2.34 -0.62
H 0.76 -0.54 0.23
C -2.13 0.13 0.36
C -0.96 1.17 0.52
N 0.36 0.61 1.01
H -2.92 0.54 -0.40
H -2.70 -0.07 1.33
H -1.73 -0.71 -0.14
H -1.14 2.18 0.99
H -0.56 1.35 -0.49
H 0.05 0.39 1.99
H 1.04 1.38 1.09
*
```

Atom charges from the Mulliken analysis, given in e for atoms 1 to 8: number 1, C, carries -0.133; number 2, N, carries -0.443; number 3, H, carries 0.300; number 4, H, carries 0.260; number 5, H, carries 0.316; number 6, H, carries 0.445; number 7, C, carries -0.917; number 8, C, carries -0.456

[11]
2 unconnected molecules or ions with the total composition C6H9N2O2 in a non-equilibrium geometry, computed with ωB97M-V with the def2-TZVPD basis set.

The value obtained for the total energy is -13445.0100 eV. As for the LUMO energy: 3.8 eV. The value obtained for the strongest force on any atom is 3.29 eV/A.

```
! wB97M-V def2-TZVPD RIJCOSX def2/J DEFGRID3
* xyz -1 1
C 3.62 -1.54 -1.00
C 3.05 -0.29 -0.24
O 1.99 -0.70 0.39
O 3.62 0.77 -0.06
H 4.15 -1.35 -1.95
H 2.83 -2.25 -1.19
H 4.46 -1.96 -0.44
C -3.85 0.80 -0.17
C -0.78 0.45 1.71
C -1.31 0.55 -0.39
C -2.44 0.74 0.41
N -0.26 0.43 0.49
N -2.09 0.75 1.71
H 0.82 0.17 0.35
H -0.24 0.32 2.63
H -1.07 0.58 -1.43
H -4.10 1.87 -0.24
H -4.47 0.31 0.58
H -3.94 0.36 -1.15
*
```

Atom charges from the Mulliken analysis, given in e for atoms 1 to 8: number 1, C, carries -0.945; number 2, C, carries 0.600; number 3, O, carries -0.755; number 4, O, carries -0.671; number 5, H, carries 0.312; number 6, H, carries 0.285; number 7, H, carries 0.217; number 8, C, carries -1.054

[12]
C3H3N3O in the gas phase, computed with ωB97M-V with the def2-TZVPD basis set.

As for the SMILES: [H]/N=N/C=C\N=C=O. The value obtained for the total energy is -9675.1080 eV. As for the LUMO energy: 0.3 eV. The value obtained for the strongest force on any atom is 0.83 eV/A.

```
! wB97M-V def2-TZVPD RIJCOSX def2/J DEFGRID3
* xyz 0 1
O -1.13 1.96 -1.83
C -0.45 1.71 -0.90
N -0.19 -1.68 -1.00
N -0.66 -1.15 0.02
C 0.34 -0.66 0.92
C 0.71 0.62 0.94
N 0.28 1.59 0.05
H -1.01 -1.99 -1.55
H 0.70 -1.37 1.65
H 1.40 0.98 1.70
*
```

Atom charges from the Mulliken analysis, given in e for atoms 1 to 8: number 1, O, carries -0.442; number 2, C, carries 0.607; number 3, N, carries -0.305; number 4, N, carries -0.173; number 5, C, carries -0.008; number 6, C, carries -0.289; number 7, N, carries -0.377; number 8, H, carries 0.262